Model 1:
{"formula": "C5H6NO", "method": "ωB97M-V/def2-TZVPD", "total_charge": 1, "lumo_ev": -7.524, "homo_lumo_gap_ev": 6.293, "e_homo_ev": -13.8, "elements": ["C", "C", "C", "C", "C", "N", "O", "H", "H", "H", "H", "H", "H"], "coordinates": [[-0.9489, 0.1705, -0.5636], [-2.3234, 0.2903, -0.1910], [-0.1501, -1.1154, 0.1015], [0.8143, -0.1392, 0.3577], [0.0223, 1.0480, 0.1967], [-3.4416, 0.0398, 0.0569], [-4.5765, -0.0175, 0.3955], [0.1644, -1.9925, -0.4380], [-0.7900, -1.5187, 0.9601], [1.8353, -0.0639, 0.2000], [-0.5588, 1.5445, 1.1642], [-0.9247, 0.2347, -1.5910], [0.4070, 1.8512, -0.2472]], "mulliken_charge": [0.391, -0.357, -0.768, 0.238, -0.801, 0.543, -0.563, 0.333, 0.352, 0.392, 0.373, 0.463, 0.403]}

Model 2:
{"formula": "C5H6NO", "method": "ωB97M-V/def2-TZVPD", "total_charge": 1, "smiles": "C1C2=C3O[C@H]3C[N@@H+]12", "lumo_ev": [-5.757, -5.758], "homo_lumo_gap_ev": [9.090, 9.088], "e_homo_ev": [-14.8, -14.8], "elements": ["C", "C", "C", "C", "C", "N", "O", "H", "H", "H", "H", "H", "H"], "coordinates": [[-0.0859, -1.2368, -0.2715], [-1.3396, -0.7129, -0.3375], [1.1851, -1.2040, 0.4555], [0.0676, 1.0619, 0.2089], [-1.3596, 0.7881, -0.3635], [0.8295, -0.0573, -0.4228], [-2.2532, 0.0281, 0.4581], [1.0400, -1.1073, 1.4557], [1.8211, -1.9693, 0.0474], [0.5944, 2.0854, -0.0356], [0.1556, 0.7584, 1.1898], [-1.9348, 1.2746, -1.1629], [1.2797, 0.2911, -1.2217]], "mulliken_charge": [0.036, 0.496, -0.429, -0.483, -0.096, -0.119, -0.308, 0.343, 0.280, 0.383, 0.201, 0.403, 0.293]}

Which of them is the most stable? Correct choice: model 1.

Model 1:
{"formula": "C6H8N2O", "method": "ωB97M-V/def2-TZVPD", "smiles": "CC(=O)Nc1ccc[nH]1", "lumo_ev": 0.799, "homo_lumo_gap_ev": 9.130, "e_homo_ev": -8.3, "elements": ["C", "C", "C", "C", "C", "C", "H", "H", "H", "H", "H", "H", "H", "H", "N", "N", "O"], "coordinates": [[1.4144, -0.5501, 1.7125], [1.4983, -1.4922, 0.4436], [-0.3554, -0.2355, -0.6284], [-1.6397, 0.0370, -0.1909], [-1.9419, 1.3539, -0.5157], [-0.8274, 1.8065, -1.1852], [1.1856, 0.5199, 1.3240], [2.1832, -0.5710, 2.2346], [0.4249, -0.9140, 2.1992], [-0.1510, -2.2858, -0.3301], [-2.2232, -0.8172, 0.4406], [-2.7814, 1.8585, -0.6092], [-0.7573, 2.9171, -1.7189], [0.8167, 1.0730, -1.7479], [0.5194, -1.4395, -0.4840], [0.1606, 0.8379, -1.2139], [2.4743, -2.0987, 0.2696]], "mulliken_charge": [-0.912, 0.445, 0.221, -0.449, -0.741, -0.188, 0.231, 0.468, 0.225, 0.359, 0.215, 0.515, 0.232, 0.015, -0.265, 0.117, -0.488]}

Model 2:
{"formula": "C6H8N2O", "method": "ωB97M-V/def2-TZVPD", "smiles": "CC(=O)Nc1ccc[nH]1", "lumo_ev": 0.789, "homo_lumo_gap_ev": 8.890, "e_homo_ev": -8.1, "elements": ["C", "C", "C", "C", "C", "C", "H", "H", "H", "H", "H", "H", "H", "H", "N", "N", "O"], "coordinates": [[1.6700, -1.2359, 0.6973], [1.7566, -0.4527, -0.6225], [-0.5740, 0.1557, -0.3253], [-1.7166, -0.6291, -0.1159], [-2.4746, 0.0869, 0.8932], [-1.8382, 1.2390, 1.2509], [2.4733, -1.2646, 1.0253], [1.3717, -2.1227, 0.7562], [1.2162, -0.6074, 1.5498], [0.1729, -0.4858, -2.0450], [-1.7462, -1.8155, -0.5605], [-3.3301, -0.2853, 1.1826], [-1.9127, 1.9538, 1.8243], [0.0486, 2.1421, 0.3910], [0.4699, -0.0254, -1.1753], [-0.6735, 1.2815, 0.4703], [2.7739, -0.1614, -1.2318]], "mulliken_charge": [-1.733, 0.573, 0.191, -0.403, -0.472, -1.006, 0.755, 0.533, 0.330, 0.341, 0.194, 0.594, 0.655, 0.327, -0.213, -0.116, -0.548]}

Which of them is the most stable? Correct choice: model 1.

Model 1:
{"formula": "C6H8N2O", "method": "ωB97M-V/def2-TZVPD", "smiles": "C=C/N=C/N/C=C/C=O", "lumo_ev": -0.177, "homo_lumo_gap_ev": 8.107, "e_homo_ev": -8.3, "elements": ["C", "C", "C", "C", "C", "C", "H", "H", "H", "H", "H", "H", "H", "H", "N", "N", "O"], "coordinates": [[-2.7828, -1.8210, -0.2741], [-2.2742, -0.5335, 0.1297], [-0.8813, 1.0713, -0.0205], [1.4195, 1.0973, -0.0984], [1.8422, -0.1355, 0.0265], [3.1479, -0.6631, 0.0764], [-3.9925, -1.9316, -0.3365], [-2.3427, -2.9564, -0.0627], [-2.9287, 0.3201, 0.2274], [-1.6212, 1.8661, 0.1806], [0.3196, 2.9354, 0.0789], [2.2810, 1.8376, -0.2220], [1.2511, -1.0240, 0.3239], [3.9726, 0.2046, 0.0620], [-0.9777, -0.2503, 0.2587], [0.2254, 1.8539, -0.2442], [3.3418, -1.8710, -0.1058]], "mulliken_charge": [-0.693, 0.030, -0.105, -0.144, 0.116, -0.162, 0.192, 0.231, 0.264, 0.230, 0.362, 0.153, 0.327, 0.168, -0.294, -0.187, -0.489]}

Model 2:
{"formula": "C6H8N2O", "method": "ωB97M-V/def2-TZVPD", "smiles": "CC(=O)Nc1ccc[nH]1", "lumo_ev": 0.707, "homo_lumo_gap_ev": 8.805, "e_homo_ev": -8.1, "elements": ["C", "C", "C", "C", "C", "C", "H", "H", "H", "H", "H", "H", "H", "H", "N", "N", "O"], "coordinates": [[-3.0792, -0.3277, -0.0988], [-1.7354, 0.2658, 0.0248], [0.6852, -0.2772, -0.0237], [1.7579, -1.0383, -0.0302], [2.9361, -0.1789, -0.0286], [2.4395, 1.0710, -0.0432], [-2.9841, -1.2851, -0.4022], [-3.7694, 0.3002, -0.8109], [-3.3220, -0.4769, 1.1118], [-0.9362, -1.3655, 0.2072], [1.8858, -2.2330, 0.0682], [4.0744, -0.5317, 0.3065], [2.8391, 2.1524, -0.0772], [0.4606, 1.8559, -0.2009], [-0.6860, -0.5622, -0.0498], [1.0494, 1.1082, -0.0574], [-1.6158, 1.5230, 0.1042]], "mulliken_charge": [-1.009, 0.819, -0.131, 0.052, -0.485, -0.365, 0.362, 0.273, 0.235, 0.133, 0.214, 0.210, 0.318, 0.202, -0.138, 0.008, -0.695]}

Model 3:
{"formula": "C6H8N2O", "method": "ωB97M-V/def2-TZVPD", "lumo_ev": 0.478, "homo_lumo_gap_ev": 9.155, "e_homo_ev": -8.7, "elements": ["C", "C", "C", "C", "C", "C", "H", "H", "H", "H", "H", "H", "H", "H", "N", "N", "O"], "coordinates": [[-0.7200, -1.9427, -0.2305], [-1.7064, 0.3478, -0.0966], [-2.0410, 1.3981, 0.7289], [0.7111, -0.1621, -0.0008], [1.1672, 1.2556, -0.2264], [1.7721, 2.3221, -0.4111], [-1.6153, -2.2198, -0.8025], [-0.7686, -2.0118, 0.8377], [-0.0044, -2.6900, -0.7545], [-2.3546, 0.0328, -0.9253], [-1.2376, 1.8569, 1.2329], [-2.9384, 2.0539, 0.4887], [3.1939, -1.3126, 0.9333], [2.8244, 3.0692, -0.9823], [-0.5798, -0.4512, -0.4580], [1.5146, -1.0310, 0.3208], [2.7829, -0.5151, 0.3456]], "mulliken_charge": [-0.923, -0.051, -0.757, 0.453, -0.404, -0.203, 0.351, 0.372, 0.274, 0.312, 0.360, 0.221, 0.398, 0.315, 0.011, -0.344, -0.384]}

Which of them is the most stable? Correct choice: model 2.

Model 1:
{"formula": "C4H13NSi", "method": "ωB97M-V/def2-TZVPD", "lumo_ev": 1.012, "homo_lumo_gap_ev": 9.401, "e_homo_ev": -8.4, "elements": ["C", "C", "C", "C", "N", "Si", "H", "H", "H", "H", "H", "H", "H", "H", "H", "H", "H", "H", "H"], "coordinates": [[-1.3093, -1.7350, -0.9972], [1.8683, -0.3461, 1.3698], [0.1750, 2.3471, 0.2605], [-1.6023, -0.2832, -0.7668], [0.7829, -0.5263, 0.4731], [0.0029, 0.6195, -0.4784], [-0.6291, -1.8506, -1.8065], [-0.9671, -2.3292, -0.1044], [-2.2967, -2.1029, -1.1455], [2.3038, 0.5618, 1.1691], [1.6489, -0.2266, 2.4103], [2.5060, -1.2094, 1.3627], [-0.6163, 2.6583, 0.9500], [1.0863, 2.2920, 0.9486], [0.3435, 3.0979, -0.4115], [-2.3581, -0.0741, 0.0963], [-2.1668, 0.0332, -1.6848], [0.3234, -1.4197, 0.4958], [0.9048, 0.4934, -2.1409]], "mulliken_charge": [-1.306, -0.933, -1.050, -0.327, 0.119, -0.017, 0.329, 0.363, 0.379, 0.317, 0.342, 0.322, 0.331, 0.234, 0.362, 0.293, 0.329, 0.049, -0.136]}

Model 2:
{"formula": "C4H13NSi", "method": "ωB97M-V/def2-TZVPD", "smiles": "CC(C)[Si@H](C)N", "lumo_ev": 0.879, "homo_lumo_gap_ev": 10.263, "e_homo_ev": -9.4, "elements": ["C", "C", "C", "C", "N", "Si", "H", "H", "H", "H", "H", "H", "H", "H", "H", "H", "H", "H", "H"], "coordinates": [[-1.3520, -1.4764, -0.0468], [-1.5346, 0.9544, 0.1849], [1.6039, 1.4669, -0.4490], [-0.7957, -0.2433, 0.7132], [1.6677, -1.4433, -0.2542], [1.0914, -0.1127, 0.5790], [-1.0587, -1.3415, -1.0955], [-0.9401, -2.4215, 0.3766], [-2.4842, -1.6161, 0.1449], [-1.2459, 1.1703, -0.8226], [-1.4414, 1.8746, 0.9097], [-2.5305, 0.6537, -0.0478], [0.6907, 2.1528, -0.5515], [2.5422, 1.9527, -0.2267], [1.6159, 1.0868, -1.4564], [-1.0511, -0.3313, 1.7982], [1.0095, -1.9749, -0.7791], [2.6579, -1.5108, -0.5761], [1.4100, 0.1788, 1.9924]], "mulliken_charge": [-1.676, -1.632, -1.054, 0.685, -0.373, 0.254, 0.400, 0.372, 0.393, 0.422, 0.275, 0.455, 0.293, 0.334, 0.318, 0.271, 0.212, 0.229, -0.177]}

Which of them is the most stable? Correct choice: model 2.

Model 1:
{"formula": "C22H31N3O4", "method": "ωB97M-V/def2-TZVPD", "smiles": "CC(C)(C)[C@H]1C=C(C(=O)NCc2nc3ccccc3[nH]2)O[C@@H](OCCCCO)C1", "lumo_ev": 0.598, "homo_lumo_gap_ev": 9.236, "e_homo_ev": -8.6, "elements": ["C", "H", "H", "H", "C", "C", "H", "H", "H", "C", "H", "H", "H", "C", "C", "C", "O", "C", "O", "C", "C", "C", "H", "H", "C", "O", "H", "H", "H", "H", "H", "H", "H", "C", "H", "H", "H", "C", "O", "N", "H", "C", "C", "N", "C", "C", "C", "C", "C", "C", "N", "H", "H", "H", "H", "H", "H", "H", "H", "H"], "coordinates": [[-5.2711, -1.1175, -1.2833], [-5.8617, -0.3466, -0.7927], [-4.8589, -0.7100, -2.2021], [-5.9367, -1.9349, -1.5513], [-4.1663, -1.6320, -0.3540], [-3.2763, -2.6089, -1.1251], [-2.4555, -2.9620, -0.5066], [-3.8613, -3.4694, -1.4416], [-2.8608, -2.1410, -2.0138], [-4.8348, -2.3661, 0.8140], [-4.1015, -2.7856, 1.4962], [-5.4477, -3.1823, 0.4386], [-5.4760, -1.6894, 1.3750], [-3.3470, -0.4421, 0.2065], [-2.1969, -0.8724, 1.0651], [-1.1358, -0.0838, 1.2359], [-1.0170, 1.1851, 0.7369], [-1.9486, 1.6161, -0.2488], [-1.2498, 2.2350, -1.2776], [-0.8436, 3.5748, -1.0633], [0.2986, 3.7663, -0.0628], [1.5829, 3.0540, -0.4817], [1.4264, 1.9730, -0.4925], [1.8546, 3.3549, -1.4952], [2.7474, 3.4060, 0.4546], [3.9684, 2.8533, 0.0595], [3.9545, 1.8843, 0.2041], [2.8940, 4.4916, 0.4471], [2.4957, 3.1106, 1.4868], [0.4876, 4.8399, 0.0110], [-0.0215, 3.4164, 0.9211], [-1.7129, 4.1673, -0.7391], [-0.5307, 3.9173, -2.0526], [-2.7505, 0.4725, -0.8692], [-3.5175, 0.9234, -1.4949], [-2.0643, -0.0884, -1.5044], [-2.6232, 2.3410, 0.2489], [0.0650, -0.5336, 1.9903], [0.2144, -1.6834, 2.3729], [0.9732, 0.4444, 2.1995], [0.8321, 1.3112, 1.7012], [2.3151, 0.1296, 2.6507], [3.0602, -0.5221, 1.5335], [3.8318, 0.0922, 0.6815], [4.2246, -0.8647, -0.2226], [5.0539, -0.7644, -1.3334], [5.2675, -1.9106, -2.0693], [4.6776, -3.1288, -1.7225], [3.8501, -3.2481, -0.6243], [3.6299, -2.1016, 0.1222], [2.8978, -1.8452, 1.2530], [2.2491, -2.4539, 1.7307], [3.3933, -4.1890, -0.3576], [4.8755, -3.9985, -2.3312], [5.9070, -1.8719, -2.9386], [5.5046, 0.1789, -1.5960], [2.2357, -0.5579, 3.4976], [2.8168, 1.0473, 2.9555], [-2.1827, -1.8382, 1.5385], [-4.0351, 0.1579, 0.8195]], "mulliken_charge": [-1.965, 0.383, 0.394, 0.497, 1.548, -1.762, 0.352, 0.481, 0.397, -1.802, 0.348, 0.487, 0.411, 1.056, -0.042, -0.500, -0.379, -0.292, -0.306, -0.851, -0.392, -0.224, 0.138, 0.401, -0.579, -0.566, 0.504, 0.363, 0.145, 0.562, 0.138, 0.353, 0.411, -0.933, 0.459, 0.168, 0.371, -0.158, -0.746, 0.044, 0.130, -1.075, 0.348, -0.543, 0.430, -0.665, -0.492, -0.433, -0.963, 0.514, 0.040, 0.280, 0.408, 0.378, 0.384, 0.456, 0.373, 0.466, 0.551, 0.497]}

Model 2:
{"formula": "C22H31N3O4", "method": "ωB97M-V/def2-TZVPD", "smiles": "CCOC(=O)[C@@]1(CC(=O)N[C@@H](Cc2cccnc2)C2CCCC2)CCCNC1=O", "lumo_ev": 0.549, "homo_lumo_gap_ev": 9.674, "e_homo_ev": -9.1, "elements": ["C", "C", "O", "C", "O", "C", "C", "C", "O", "N", "C", "C", "C", "C", "C", "C", "N", "C", "C", "C", "C", "C", "C", "C", "C", "C", "N", "C", "O", "H", "H", "H", "H", "H", "H", "H", "H", "H", "H", "H", "H", "H", "H", "H", "H", "H", "H", "H", "H", "H", "H", "H", "H", "H", "H", "H", "H", "H", "H", "H"], "coordinates": [[1.5961, 3.3352, -0.0831], [0.4390, 3.4074, 0.8798], [-0.5381, 2.4405, 0.4365], [-1.6415, 2.3609, 1.1783], [-1.9009, 3.0990, 2.0903], [-2.5131, 1.1677, 0.7720], [-1.9664, -0.0815, 1.5028], [-0.4499, -0.1688, 1.6780], [0.0700, 0.1769, 2.7312], [0.2437, -0.6764, 0.6434], [1.6844, -0.8600, 0.7185], [2.0415, -2.1164, 1.5387], [1.4682, -3.3849, 0.9757], [0.1534, -3.7638, 1.2251], [-0.3439, -4.9188, 0.6466], [0.4942, -5.6692, -0.1646], [1.7603, -5.3415, -0.4034], [2.2194, -4.2283, 0.1616], [2.3554, -0.8444, -0.6670], [1.4980, -0.4144, -1.8640], [2.5462, -0.1337, -2.9368], [3.6261, 0.6404, -2.1726], [3.6318, 0.0259, -0.7558], [-3.9547, 1.4455, 1.2112], [-4.5366, 2.6183, 0.4363], [-4.5630, 2.3157, -1.0494], [-3.3075, 1.7151, -1.4939], [-2.4697, 0.9538, -0.7445], [-1.7206, 0.1471, -1.2732], [2.3715, 4.0413, 0.2149], [2.0247, 2.3335, -0.0878], [1.2757, 3.5792, -1.0964], [0.7293, 3.1469, 1.8981], [-0.0267, 4.3927, 0.8973], [-2.3657, -0.0700, 2.5161], [-2.3346, -0.9693, 0.9861], [-0.2517, -0.7631, -0.2332], [2.0610, -0.0113, 1.2980], [3.1315, -2.1868, 1.5866], [1.6790, -1.9620, 2.5564], [-0.4669, -3.1612, 1.8779], [-1.3615, -5.2407, 0.8236], [0.1366, -6.5781, -0.6360], [3.2618, -3.9922, -0.0359], [2.6562, -1.8726, -0.8912], [0.7687, -1.1708, -2.1587], [0.9454, 0.5034, -1.6381], [2.9524, -1.0787, -3.3095], [2.1520, 0.4161, -3.7917], [4.6022, 0.5968, -2.6553], [3.3419, 1.6941, -2.1191], [3.6344, 0.8019, 0.0121], [4.5246, -0.5778, -0.5853], [-4.5517, 0.5428, 1.0433], [-3.9559, 1.6537, 2.2801], [-5.5527, 2.8333, 0.7688], [-3.9412, 3.5110, 0.6323], [-5.3856, 1.6268, -1.2714], [-4.7338, 3.2264, -1.6241], [-3.2428, 1.4873, -2.4759]], "mulliken_charge": [-0.860, -0.517, -0.105, -0.228, -0.619, 2.735, -1.986, 0.259, -0.694, 0.582, 0.021, -1.679, 0.431, -0.130, -0.637, -0.312, -0.682, -0.136, 0.557, -0.788, -0.910, -0.580, -1.106, -1.208, -0.639, -0.680, -0.124, -0.307, -0.690, 0.509, -0.062, 0.292, 0.325, 0.356, 0.467, 0.354, 0.332, 0.506, 0.529, 0.535, 0.465, 0.392, 0.360, 0.419, 0.076, 0.499, 0.059, 0.337, 0.439, 0.383, 0.121, 0.300, 0.468, 0.399, 0.429, 0.422, 0.310, 0.312, 0.352, 0.351]}

Which of them is the most stable? Correct choice: model 2.